{
  "formula": "C4H2N2S",
  "method": "the ωB97M-V functional and the def2-TZVPD basis",
  "lumo_energy_ha": -0.0161,
  "smiles": "C#C/N=C\\N=C=S",
  "e_homo_ev": -9.18,
  "e_above_lowest_kcal_mol": 59.9,
  "mol_weight_g_mol": 110.14,
  "species": ["C", "C", "N", "C", "N", "C", "S", "H", "H"],
  "positions_angstrom": [[-0.178, -1.788, -0.025], [-0.988, -0.891, 0.072], [-1.490, 0.306, 0.172], [-0.787, 1.335, -0.006], [0.586, 1.334, 0.006], [1.459, 0.500, 0.021], [2.748, -0.349, 0.125], [0.051, -2.774, -0.294], [-1.401, 2.327, -0.070]],
  "mulliken_charge": [-0.818, 0.623, -0.522, 0.157, -0.354, 0.563, -0.310, 0.356, 0.305]
}

=====

{
  "formula": "C4H2N2S2",
  "method": "the ωB97M-V functional and the def2-TZVPD basis",
  "lumo_energy_ha": -0.1192,
  "smiles": "S=C1C=NC(=S)C=N1",
  "e_homo_ev": -9.43,
  "e_above_lowest_kcal_mol": 46.9,
  "mol_weight_g_mol": 142.21,
  "species": ["S", "C", "C", "N", "C", "S", "C", "N", "H", "H"],
  "positions_angstrom": [[0.991, 1.026, -2.795], [0.371, 0.391, -1.397], [1.255, -0.538, -0.434], [0.746, -0.904, 0.699], [-0.524, -0.504, 1.186], [-1.162, -1.167, 2.629], [-1.125, 0.559, 0.548], [-0.816, 0.855, -0.733], [2.283, -0.980, -0.706], [-2.019, 1.261, 1.002]],
  "mulliken_charge": [-0.169, 0.207, 0.052, -0.422, 0.136, -0.140, 0.091, -0.416, 0.357, 0.304]
}